Entry 1:
The following is a DFT calculation (ωB97M-V/def2-TZVPD) of the molecule C12H15N.

Atoms and positions in Å:
1 C 1.269 2.172 0.265
2 C 0.818 0.692 -0.036
3 C 1.214 0.632 -1.536
4 C 1.228 -0.615 -2.054
5 C 1.184 -1.922 -1.340
6 C 0.748 -2.369 -0.140
7 C 0.078 -1.920 1.051
8 C -0.734 -0.846 1.439
9 C -1.260 -0.798 2.681
10 N -1.599 -0.596 3.769
11 C -0.790 0.289 0.337
12 C -1.512 1.460 0.961
13 C -1.526 -0.207 -0.862
14 H 0.701 2.732 -0.311
15 H 2.334 2.313 0.113
16 H 1.106 2.438 1.218
17 H 1.498 -0.091 0.407
18 H 1.258 1.549 -2.234
19 H 1.594 -0.806 -3.056
20 H 1.449 -2.674 -2.051
21 H 0.999 -3.427 -0.006
22 H -0.116 -2.611 1.846
23 H -1.024 1.762 1.923
24 H -2.510 1.432 0.952
25 H -1.272 2.279 0.287
26 H -2.439 -0.448 -0.509
27 H -1.098 -1.018 -1.355
28 H -1.600 0.597 -1.761

Calculated values
SMILES: C[C@@H]1\C=C/C=C\C=C(\C#N)C1(C)C
HOMO-LUMO gap: 7.899 eV
energy above the lowest of the compared OMol25 structures with the same formula, charge and spin: 515.6 kJ/mol

Electronic structure analysis, Löwdin charges in units of e: -0.062, -0.187, -0.065, -0.115, -0.077, -0.087, -0.021, -0.169, -0.229, 0.185, -0.392, -0.049, -0.047, 0.018, 0.095, 0.032, 0.136, 0.145, 0.092, 0.091, 0.107, 0.102, 0.114, 0.048, 0.082, 0.053, 0.041, 0.159

---

Entry 2:
The following is a DFT calculation (ωB97M-V/def2-TZVPD) of a cluster of 2 separate species, C3H9NO2 in total.

Atoms and positions in Å:
1 C -0.833 0.239 2.412
2 N -0.327 -0.608 1.348
3 C 0.020 -0.125 0.118
4 C 0.638 -1.109 -0.853
5 O -0.165 1.045 -0.268
6 H -1.168 1.179 1.913
7 H -1.716 -0.246 2.871
8 H -0.072 0.464 3.173
9 H -0.111 -1.565 1.561
10 H 0.823 -2.102 -0.501
11 H 1.546 -0.615 -1.201
12 H 0.022 -1.122 -1.761
13 O 0.589 1.230 -3.159
14 H 0.476 2.166 -3.401
15 H 0.277 1.169 -2.254

Calculated values
SMILES: CNC(C)=O.O
HOMO-LUMO gap: 10.812 eV
energy above the lowest of the compared OMol25 structures with the same formula, charge and spin: 35.7 kJ/mol

Electronic structure analysis, Löwdin charges in units of e: -0.073, -0.002, -0.505, -0.002, 0.003, 0.092, 0.086, 0.084, 0.128, 0.065, 0.090, 0.092, -0.076, 0.044, -0.027

---

Entry 3:
The following is a DFT calculation (ωB97M-V/def2-TZVPD) of a cluster of 2 separate species, C3H3BrNO3 in total.

Atoms and positions in Å:
1 C -1.220 1.363 1.826
2 C 1.942 -0.703 -2.032
3 C 1.061 -0.736 -0.914
4 N -1.080 0.266 1.092
5 O 2.966 -0.906 -2.615
6 O -2.190 1.661 2.488
7 O 0.804 -0.067 -2.258
8 Br 0.135 -2.550 -0.926
9 H -0.321 2.012 1.787
10 H -1.839 -0.396 1.036
11 H -0.258 0.058 0.516

Calculated values
HOMO-LUMO gap: 7.880 eV
energy above the lowest of the compared OMol25 structures with the same formula, charge and spin: 183.2 kJ/mol
total charge: -1

Electronic structure analysis, Löwdin charges in units of e: -0.477, -0.729, -0.507, 0.128, 0.057, -0.040, -0.051, 0.391, 0.123, 0.097, 0.009

---

Entry 4:
The following is a DFT calculation (ωB97M-V/def2-TZVPD) of the molecule C20H25N.

Atoms and positions in Å:
1 C 1.958 -2.859 0.799
2 C 1.671 -1.940 1.966
3 C 0.785 -0.844 1.858
4 C 0.241 -0.466 0.512
5 C 1.057 0.091 -0.462
6 C 0.683 0.669 -1.743
7 C 1.609 1.400 -2.517
8 C 1.227 2.085 -3.651
9 C -0.085 2.044 -4.064
10 C -1.000 1.249 -3.372
11 C -2.331 1.204 -3.873
12 C -3.441 1.015 -4.332
13 C -4.778 0.904 -4.888
14 N -4.621 0.878 -6.308
15 C -0.635 0.592 -2.208
16 C 0.405 0.001 3.087
17 C -1.077 0.462 3.127
18 C 1.271 1.295 3.013
19 C 0.686 -0.806 4.356
20 C 2.112 -1.378 4.411
21 C 2.258 -2.412 3.282
22 H 2.258 -3.798 1.212
23 H 1.101 -2.992 0.180
24 H 2.761 -2.456 0.189
25 H -0.809 -0.514 0.343
26 H 2.105 0.132 -0.201
27 H 2.645 1.406 -2.165
28 H 1.969 2.750 -4.100
29 H -0.466 2.601 -4.911
30 H -5.294 -0.033 -4.535
31 H -5.368 1.757 -4.587
32 H -4.000 1.600 -6.625
33 H -4.222 -0.018 -6.562
34 H -1.410 0.004 -1.684
35 H -1.325 1.060 4.003
36 H -1.748 -0.421 3.100
37 H -1.336 1.088 2.241
38 H 2.318 1.025 2.896
39 H 0.910 1.913 2.188
40 H 1.223 1.895 3.928
41 H 0.522 -0.172 5.259
42 H -0.041 -1.634 4.434
43 H 2.292 -1.814 5.386
44 H 2.857 -0.561 4.376
45 H 1.747 -3.337 3.534
46 H 3.313 -2.661 3.108

Calculated values
SMILES: CC1=C(/C=C/c2cccc(C#CCN)c2)C(C)(C)CCC1
HOMO-LUMO gap: 8.476 eV
energy above the lowest of the compared OMol25 structures with the same formula, charge and spin: 190.9 kJ/mol

Electronic structure analysis, Löwdin charges in units of e: -0.051, -0.196, -0.130, -0.031, -0.029, -0.212, -0.040, -0.082, -0.041, -0.249, 0.016, -0.008, -0.308, -0.017, 0.022, -0.501, -0.055, -0.040, -0.168, -0.181, -0.160, 0.064, 0.069, 0.082, 0.091, 0.111, 0.114, 0.110, 0.115, 0.134, 0.106, 0.067, 0.074, 0.130, 0.079, 0.090, 0.086, 0.075, 0.081, 0.084, 0.126, 0.127, 0.100, 0.111, 0.118, 0.118